1.
DFT (ωB97M-V/def2-TZVPD) results for a structure of composition C20H25NOPbS2Se2.

The geometry in XYZ format:
```
52
Properties=species:S:1:pos:R:3:forces:R:3
Pb 0.44382 -0.81193 0.14950 -0.06 -0.15 -0.11
S 0.48156 -0.98096 2.68886 0.06 -0.06 -0.02
C 2.20860 -0.90162 3.06878 -0.02 0.00 0.05
C 2.54793 -0.91272 4.42806 0.00 -0.01 -0.02
C 3.86305 -0.85933 4.84810 0.00 0.00 -0.03
C 4.88236 -0.79522 3.90394 -0.04 0.00 -0.02
C 4.56412 -0.78283 2.55916 -0.05 -0.01 -0.01
C 3.23470 -0.83274 2.11694 0.07 0.00 -0.02
S 2.98226 -0.80851 0.36463 0.01 -0.04 0.10
H 1.74869 -0.96328 5.15738 0.01 0.00 -0.01
H 4.09349 -0.86562 5.90609 -0.01 -0.01 -0.01
H 5.91849 -0.75361 4.21556 -0.01 0.00 -0.01
H 5.34980 -0.73321 1.81525 0.00 0.00 0.01
C -1.08680 -1.19396 -5.20636 0.07 -0.04 0.09
Se -0.57278 -0.95541 -3.34231 -0.09 0.02 -0.08
C -1.97613 0.33602 -2.91123 0.04 -0.06 0.07
C -3.28740 -0.28204 -2.45103 0.03 0.02 0.04
Se -3.19341 -0.86452 -0.58796 -0.10 -0.04 0.00
C -5.11090 -1.12214 -0.36312 0.11 0.01 -0.02
H -1.01560 -0.25007 -5.74112 0.00 0.00 -0.01
H -2.09187 -1.60178 -5.27802 -0.01 0.00 -0.01
H -0.37964 -1.90443 -5.62822 -0.03 0.00 -0.06
H -2.12869 0.92623 -3.81461 0.00 0.02 0.00
H -1.56229 0.99540 -2.14799 -0.04 0.04 0.01
H -3.55494 -1.13960 -3.06729 -0.02 0.00 -0.04
H -4.09232 0.45264 -2.50205 0.00 0.04 -0.03
H -5.46989 -1.87037 -1.06554 -0.02 -0.01 0.00
H -5.64047 -0.18286 -0.50314 -0.01 0.00 0.00
H -5.26428 -1.47820 0.65266 -0.02 0.00 0.00
N 0.15366 1.90511 0.18702 0.01 0.17 -0.01
C 0.14835 3.05131 0.14627 0.03 0.16 0.05
C 0.15124 4.49040 0.10664 -0.03 -0.11 -0.01
C 1.32791 5.16636 -0.20398 0.06 -0.01 -0.01
C 1.32403 6.55026 -0.24325 -0.01 0.00 0.01
C 0.15584 7.25119 0.02537 -0.01 -0.01 0.00
C -1.01436 6.57180 0.33807 0.01 -0.01 0.00
C -1.02253 5.18801 0.38023 -0.04 0.00 0.01
H 2.23150 4.60673 -0.40693 -0.02 0.01 0.00
H 2.23568 7.08113 -0.48092 0.00 0.01 0.00
H 0.15754 8.33309 -0.00705 0.00 -0.01 0.00
H -1.92205 7.11914 0.55300 0.01 0.01 -0.01
H -1.92544 4.64477 0.62625 0.02 0.01 -0.01
C 1.46188 -5.06665 -0.22451 -0.02 -0.03 0.05
C 0.03921 -4.58209 -0.09363 0.10 -0.03 0.09
C -0.95750 -5.41473 0.67410 0.02 -0.01 -0.01
O -0.28609 -3.50644 -0.54911 0.00 0.04 -0.02
H 1.56296 -6.13572 -0.04712 0.00 0.02 -0.01
H 2.06773 -4.53020 0.51185 -0.02 0.00 0.01
H 1.84726 -4.80513 -1.20856 -0.01 0.03 0.01
H -0.67703 -6.46480 0.73180 -0.01 0.02 -0.01
H -1.94489 -5.30420 0.22944 0.01 0.03 0.00
H -1.00640 -5.01271 1.69008 0.03 -0.01 0.00
```
Positions in Å, forces in eV/Å.

Results
ΔE to the lowest compared entry with this formula, charge and spin = 0.000 eV
HOMO = -7.05 eV
Largest force on an atom = 0.20 eV/Å
Electronic energy = -6699.1980 Ha

---

2.
DFT (ωB97M-V/def2-TZVPD) results for the molecule C20H26ClN3O4S2 at a distorted geometry.

The geometry in XYZ format:
```
56
Properties=species:S:1:pos:R:3:forces:R:3
C -3.62796 -1.19778 -2.10787 0.00 -0.01 -0.01
C -2.14736 -1.18632 -1.88273 0.08 -0.08 -0.06
C -1.30484 -0.73172 -2.89084 0.06 -0.08 0.12
C 0.06451 -0.75156 -2.71787 0.02 0.06 -0.16
C 0.59634 -1.22474 -1.53392 0.58 0.10 0.00
S 2.38536 -1.25944 -1.40378 -0.09 0.22 0.08
O 2.82725 -2.54952 -0.96585 -0.08 -0.03 0.28
O 2.93547 -0.74600 -2.62824 -0.20 0.19 -0.02
N 2.65575 -0.17087 -0.13969 -0.31 -0.64 -0.69
C 2.41026 1.19806 -0.53688 -0.17 0.63 -0.12
C 2.48748 2.09400 0.69664 0.02 -0.13 -0.24
N 3.79275 1.96640 1.31541 -0.06 -0.04 0.00
C 3.95019 2.87397 2.43086 0.01 -0.02 -0.05
C 4.02874 0.58676 1.70195 0.01 -0.10 -0.27
C 3.96797 -0.30352 0.46632 0.47 -0.32 0.31
C -0.20404 -1.67487 -0.49168 -0.12 -0.15 0.10
C 0.41901 -2.16545 0.77285 -0.12 -0.23 0.29
C -1.59300 -1.64828 -0.68314 0.48 0.19 -0.54
N -2.49953 -2.06012 0.32557 0.05 0.77 0.67
C -2.65643 -3.46711 0.62116 -0.13 -0.25 0.26
S -2.82543 -1.00217 1.58147 -0.05 0.01 -0.36
O -4.18612 -1.23611 1.96315 -0.26 0.05 -0.07
O -1.83491 -1.06901 2.62047 0.11 0.20 -0.10
C -2.68447 0.57089 0.73880 -0.06 -0.52 0.30
C -3.81415 1.14752 0.19184 -0.07 -0.07 0.07
C -3.70593 2.34247 -0.49807 0.13 0.07 0.00
C -2.45821 2.93834 -0.62569 -0.07 -0.31 0.15
Cl -2.30922 4.41356 -1.49963 0.02 0.22 -0.12
C -1.32666 2.36901 -0.05517 -0.06 -0.05 0.01
C -1.44608 1.17605 0.63450 0.07 0.14 0.05
H -3.87263 -1.91754 -2.88834 -0.07 -0.04 -0.06
H -3.96660 -0.21863 -2.44031 -0.07 0.05 -0.04
H -4.15429 -1.47342 -1.19942 -0.12 0.01 -0.06
H -1.73058 -0.37174 -3.81506 -0.03 0.05 -0.11
H 0.74415 -0.41685 -3.48534 0.00 0.08 -0.14
H 1.41749 1.24155 -0.99051 0.01 0.19 0.01
H 3.15430 1.52063 -1.27797 -0.11 0.05 0.05
H 2.34752 3.13602 0.39871 -0.06 -0.04 0.00
H 1.67978 1.81384 1.39866 -0.01 0.05 0.01
H 3.81588 3.89575 2.07930 0.00 0.07 0.06
H 4.95833 2.77330 2.82882 0.03 0.05 0.07
H 3.23039 2.68254 3.24178 -0.02 0.00 0.03
H 5.02155 0.51618 2.15061 -0.04 -0.05 0.01
H 3.28156 0.23962 2.43807 0.05 0.00 0.01
H 4.10555 -1.35387 0.72345 0.13 0.08 0.09
H 4.75056 -0.00040 -0.24252 0.02 -0.03 0.09
H -0.26479 -2.08186 1.61330 0.13 -0.07 -0.05
H 0.72278 -3.20494 0.65052 0.03 -0.07 0.02
H 1.31971 -1.59393 0.97950 -0.11 -0.07 0.20
H -3.47799 -3.54297 1.33119 -0.04 -0.27 -0.02
H -2.91697 -3.99852 -0.29467 -0.03 0.03 0.03
H -1.75963 -3.91532 1.05719 -0.01 0.01 -0.03
H -4.76499 0.65699 0.32484 -0.16 -0.01 -0.05
H -4.57488 2.81110 -0.93233 -0.06 0.05 -0.03
H -0.37059 2.85875 -0.14995 0.09 0.06 -0.01
H -0.59234 0.71126 1.10049 0.20 -0.02 0.05
```
Positions in Å, forces in eV/Å.

Results
ΔE to the lowest compared entry with this formula, charge and spin = 0.000 eV
SMILES = Cc1ccc(S(=O)(=O)N2CCN(C)CC2)c(C)c1N(C)S(=O)(=O)c1ccc(Cl)cc1
HOMO = -9.12 eV
Largest force on an atom = 1.02 eV/Å
Electronic energy = -2499.4869 Ha

---

3.
DFT (ωB97M-V/def2-TZVPD) results for a structure of composition C20H26CsO2.

The geometry in XYZ format:
```
49
Properties=species:S:1:pos:R:3:forces:R:3
Cs -0.43591 -0.44993 -1.05633 0.00 0.02 -0.69
C 1.10768 -0.30792 -4.24528 0.09 -0.08 0.22
C 0.07407 -1.25933 -4.36065 -0.10 -0.06 0.01
C -1.15491 -0.56798 -4.32317 -0.04 0.02 -0.11
C -0.88091 0.81031 -4.19000 -0.15 -0.02 0.02
C 0.51776 0.96982 -4.13583 0.03 0.06 0.15
C 1.29261 2.24751 -3.98185 0.01 0.00 -0.02
C -1.92511 1.89095 -4.18382 0.00 0.01 0.02
C -2.50968 -1.17657 -4.54528 0.00 0.01 0.04
C 0.20920 -2.74201 -4.56507 0.04 -0.01 0.01
C 2.58815 -0.56112 -4.20859 0.00 0.01 -0.04
H 2.01201 2.39012 -4.79693 0.01 0.00 0.00
H 1.87328 2.28447 -3.05123 0.01 0.00 0.00
H 0.63846 3.12187 -3.98135 -0.01 0.00 0.00
H -2.49720 1.92058 -5.11895 0.00 0.00 0.00
H -1.48062 2.87963 -4.05295 0.00 0.00 0.01
H -2.66275 1.76786 -3.37986 0.00 -0.01 0.00
H -2.80875 -1.17721 -5.60268 0.00 0.00 0.00
H -3.29542 -0.63867 -4.00395 0.00 0.00 0.00
H -2.54682 -2.21878 -4.21276 0.00 0.00 0.00
H -0.21254 -3.06902 -5.52293 0.00 0.00 0.00
H -0.30130 -3.32855 -3.79018 -0.01 0.00 0.00
H 1.25512 -3.05565 -4.55689 0.00 0.00 0.01
H 3.11983 0.00723 -4.98102 0.01 0.00 0.00
H 2.82368 -1.61458 -4.37341 -0.01 -0.01 0.00
H 3.04599 -0.27891 -3.25185 0.00 0.00 0.00
C 0.48544 0.60086 7.88158 -0.02 0.00 0.01
C 0.30627 0.36899 6.40401 0.02 -0.03 0.03
C 0.16197 1.43215 5.52436 -0.02 -0.01 -0.05
C -0.00398 1.22801 4.15698 0.01 0.03 0.04
C -0.13125 2.40144 3.22345 0.01 0.01 -0.02
C -0.04078 -0.07345 3.66156 0.03 -0.02 -0.10
C 0.08631 -1.15753 4.53085 -0.03 0.00 0.02
C 0.02228 -2.56745 4.00882 0.01 -0.01 -0.02
C 0.26663 -0.92146 5.88873 0.01 0.03 -0.01
C -0.18883 -0.31535 2.16159 -0.11 -0.06 0.38
O -1.26308 -0.84138 1.78222 0.11 0.05 -0.05
O 0.78351 0.02959 1.44890 0.10 0.06 0.12
H 0.80419 1.62403 8.08327 0.00 0.00 0.00
H 1.23310 -0.07497 8.30022 0.00 0.00 0.00
H -0.44791 0.43168 8.42476 0.00 0.00 0.01
H 0.18734 2.44853 5.90636 0.01 0.00 0.01
H -0.23553 3.33470 3.77821 0.00 0.00 0.01
H -1.00095 2.28711 2.57358 0.00 0.01 -0.01
H 0.74263 2.46818 2.57461 0.00 0.00 -0.01
H 0.63863 -2.68265 3.11603 0.00 -0.01 0.00
H -0.99862 -2.82006 3.71954 0.00 0.00 -0.01
H 0.36496 -3.27780 4.76244 -0.01 0.00 0.01
H 0.38181 -1.76729 6.56076 0.01 0.00 0.00
```
Positions in Å, forces in eV/Å.

Results
ΔE to the lowest compared entry with this formula, charge and spin = 0.083 eV
Total charge = -1
HOMO = -3.25 eV
Largest force on an atom = 0.69 eV/Å
Electronic energy = -948.4240 Ha

---

4.
DFT (ωB97M-V/def2-TZVPD) results for a structure of composition C20H26F15NiO11 at a distorted geometry.

The geometry in XYZ format:
```
73
Properties=species:S:1:pos:R:3:forces:R:3
Ni -16.52916 16.76342 -0.22274 0.26 0.42 -0.73
O -15.43756 18.78452 -1.51927 -0.27 -0.34 0.36
H -15.00289 19.41677 -2.12412 -0.04 -0.17 0.01
C -9.93456 16.37806 -3.42808 -1.31 -0.44 0.95
C -11.28727 16.45357 -2.64337 -0.69 -0.96 -3.95
O -11.14224 16.18984 -1.31785 -0.41 -0.08 5.28
C -12.15154 15.90068 -0.40654 -1.72 -0.42 -3.68
O -13.31330 15.60282 -0.73776 3.04 1.10 1.33
C -11.68534 16.03200 1.07244 0.72 -0.02 0.16
F -10.33495 16.12749 1.10836 -1.51 0.15 0.40
F -12.27415 17.16335 1.57320 0.79 -0.99 -0.39
F -12.06809 14.99243 1.84365 0.22 0.94 -0.89
H -9.19511 16.94445 -2.86192 0.24 -0.09 -0.48
H -10.10998 16.72004 -4.44806 0.11 0.54 0.21
H -9.67424 15.32945 -3.57216 0.39 0.05 0.48
H -11.93787 15.68263 -3.05624 -0.17 -0.11 -0.22
H -11.79522 17.37723 -2.92071 0.04 0.45 0.83
C -17.33245 23.63529 -2.22193 0.12 -0.28 1.78
C -18.72787 24.16908 -1.96465 -0.42 0.13 -0.75
O -18.73396 25.60879 -1.81581 -0.77 0.72 0.71
C -18.69340 26.21311 -0.60997 1.88 -3.84 1.79
O -18.37250 25.66099 0.45094 -1.24 1.18 -2.61
C -18.83005 27.70410 -0.65769 0.65 0.69 0.19
F -17.54996 28.19816 -0.59551 -1.25 -0.07 0.66
F -19.31358 28.14994 -1.80584 -0.67 0.22 0.42
F -19.58902 28.06516 0.41804 1.03 0.33 -1.51
H -16.53832 24.29406 -2.57336 -0.69 0.20 -0.83
H -17.41070 22.67954 -2.74013 0.29 0.16 -0.15
H -16.98669 23.46263 -1.20275 0.41 -0.57 0.08
H -19.21792 23.63087 -1.15329 0.39 0.49 0.64
H -19.42064 23.93682 -2.77349 0.24 0.60 -0.45
C -11.53159 22.40243 -0.18824 -0.38 1.11 0.70
C -11.52565 23.89091 -0.74088 0.18 -2.61 0.91
O -10.17446 24.34094 -0.49236 0.12 -0.98 0.23
C -9.71895 25.24227 -1.29085 -1.44 3.00 -2.51
O -10.36692 25.72132 -2.22662 1.73 -0.98 1.59
C -8.33903 25.87589 -0.90241 -0.86 0.12 2.29
F -8.37033 27.19003 -1.08760 0.08 -0.21 -0.86
F -8.06715 25.75392 0.44042 -0.42 -0.52 -0.81
F -7.36753 25.29114 -1.54630 0.75 -0.09 -0.81
H -10.78194 21.67710 -0.50451 0.19 0.61 -1.08
H -12.51283 21.97916 -0.40292 -0.06 -0.06 0.26
H -11.31474 22.38408 0.87982 -0.59 0.29 0.24
H -12.15565 24.59380 -0.19579 -0.20 -0.39 0.11
H -11.90324 23.80302 -1.75961 0.90 0.73 -0.26
C -19.23358 12.86618 -3.56572 0.46 -2.44 -0.65
C -19.50787 14.28000 -3.66244 -0.75 2.08 0.47
O -18.71502 14.89581 -4.67658 3.39 2.14 -0.47
C -17.48076 15.46427 -4.37200 -1.15 -1.73 3.69
O -16.87620 15.32295 -3.28602 -1.95 0.64 -3.11
C -16.93536 16.35990 -5.49664 1.02 0.49 1.02
F -17.34260 15.89898 -6.64379 0.39 0.00 -0.87
F -17.31504 17.64808 -5.36771 -0.33 -0.57 0.11
F -15.57542 16.39009 -5.36745 -1.07 -0.39 -0.67
H -19.17972 12.41833 -4.55800 -0.22 0.13 -0.27
H -20.03393 12.31061 -3.07699 0.21 0.13 0.40
H -18.24510 12.64009 -3.16585 -0.18 0.10 0.53
H -19.37936 14.81144 -2.71949 0.29 0.03 0.09
H -20.51066 14.55107 -3.99267 -0.12 -0.47 0.00
C -20.37079 21.15713 2.65921 0.18 -0.47 -0.62
C -19.78899 20.10168 1.65398 -0.01 0.97 2.37
O -20.73083 19.93140 0.54976 0.16 0.96 0.41
C -20.40558 19.16156 -0.43272 4.87 -3.00 0.70
O -19.42698 18.35543 -0.38748 -2.86 2.08 -0.54
C -21.13155 19.45202 -1.72706 -0.83 -0.62 -2.21
F -21.47222 18.36295 -2.47386 0.91 0.23 1.02
F -22.21964 20.10556 -1.53057 -2.27 0.86 1.12
F -20.42026 20.25803 -2.51893 1.37 -0.21 0.02
H -21.10889 20.70689 3.32300 -0.25 0.28 -0.30
H -20.71408 22.05046 2.13748 -0.59 -0.33 -0.22
H -19.61436 21.61398 3.29733 0.48 -0.63 0.01
H -19.58315 19.16873 2.17870 -0.58 -0.25 -0.29
H -18.78628 20.47037 1.43777 -0.24 -0.01 -1.42
```
Positions in Å, forces in eV/Å.

Results
ΔE to the lowest compared entry with this formula, charge and spin = 7.418 eV
Total charge = +1
⟨S²⟩ = 2.005
HOMO (alpha / beta) = -12.62 / -12.62 eV
Largest force on an atom = 5.76 eV/Å
2S+1 = 3
Electronic energy = -4611.1756 Ha

---

5.
DFT (ωB97M-V/def2-TZVPD) results for the molecule C20H26FN5O3.

The geometry in XYZ format:
```
55
Properties=species:S:1:pos:R:3:forces:R:3
C 0.30874 0.66976 2.65430 0.00 0.00 0.00
C 1.06306 0.00549 1.51238 -0.01 0.00 -0.01
C 2.45119 0.59883 1.28549 0.01 -0.01 0.01
N 3.13436 -0.10801 0.20793 -0.02 -0.01 0.00
C 4.31465 -0.72559 0.46234 0.02 0.00 0.00
O 4.88964 -0.66245 1.53654 0.00 0.00 0.00
C 4.87756 -1.57774 -0.63828 -0.01 -0.01 0.01
N 5.90604 -1.17613 -1.35906 0.00 0.00 0.00
N 6.14892 -2.19655 -2.19303 0.00 0.00 0.00
C 5.30249 -3.23095 -2.02675 0.00 0.00 0.00
C 4.44246 -2.87354 -1.01287 0.00 0.00 -0.01
C 3.30321 -3.61749 -0.46489 0.00 0.00 0.00
C 2.46987 -4.37637 -1.28194 0.00 0.00 0.00
C 1.36909 -5.00703 -0.72471 0.00 0.00 0.00
N 1.04468 -4.92871 0.56400 0.00 0.00 0.00
C 1.85288 -4.21278 1.34353 0.00 0.00 0.00
C 2.98218 -3.55026 0.88893 0.00 0.00 0.00
C 2.41972 -0.15096 -1.06039 0.00 0.02 0.00
C 1.03564 -0.76795 -0.88819 0.01 0.00 0.00
C 0.21984 -0.11358 0.23493 0.05 0.07 0.11
N -0.55319 1.07827 -0.22539 -0.14 -0.06 -0.15
C -1.84997 0.63650 -0.75554 -0.01 0.00 0.00
C 0.00176 2.06044 -1.04621 0.22 -0.11 0.00
O -0.33492 2.20155 -2.20393 -0.13 0.11 0.05
C 0.97767 3.08751 -0.48579 0.00 0.00 -0.01
O 0.81805 3.29708 0.89146 0.00 -0.01 0.00
C 1.68478 4.30198 1.37212 0.00 0.00 0.00
C 1.47047 4.47106 2.84958 0.00 0.00 0.00
F 0.23142 5.04717 3.09512 0.00 0.00 0.00
H 0.01981 1.68549 2.39544 0.00 0.00 0.00
H -0.59880 0.10838 2.88566 0.00 0.00 0.00
H 0.92220 0.69262 3.55778 0.00 0.00 0.00
H 1.24635 -1.04101 1.78978 0.00 0.00 0.00
H 2.39467 1.66142 1.05328 0.00 0.00 0.00
H 3.05618 0.48656 2.18248 0.00 0.00 0.00
H 6.91825 -2.12815 -2.83502 0.00 0.00 0.00
H 5.38236 -4.13434 -2.60789 0.00 0.00 0.00
H 2.65670 -4.45038 -2.34580 0.00 0.00 0.00
H 0.70595 -5.59546 -1.34942 0.00 0.00 0.00
H 1.58480 -4.16678 2.39366 0.00 0.00 0.00
H 3.60462 -2.99570 1.57998 0.00 0.00 0.00
H 2.34072 0.86463 -1.45775 0.00 0.00 -0.01
H 2.99918 -0.71830 -1.78432 0.00 -0.01 0.00
H 0.49101 -0.70604 -1.83331 0.00 0.00 0.00
H 1.15502 -1.82754 -0.64829 0.00 0.00 0.00
H -0.57343 -0.81434 0.49815 0.00 0.00 0.00
H -2.41862 1.49714 -1.09579 0.00 0.00 0.00
H -1.75384 -0.05620 -1.59730 0.00 0.00 0.00
H -2.39379 0.14745 0.05142 0.00 0.00 0.00
H 2.00922 2.79235 -0.72407 0.00 0.00 0.00
H 0.77303 4.00297 -1.05015 0.00 0.00 0.00
H 2.73481 4.02235 1.19876 0.00 0.00 0.00
H 1.49657 5.25116 0.85551 0.00 0.00 0.00
H 1.49673 3.50482 3.35610 0.00 0.00 0.00
H 2.23656 5.12722 3.26670 0.00 0.00 0.00
```
Positions in Å, forces in eV/Å.

Results
ΔE to the lowest compared entry with this formula, charge and spin = 1.010 eV
SMILES = C[C@@H]1CN(C(=O)c2n[nH]cc2-c2ccncc2)CC[C@@H]1N(C)C(=O)COCCF
HOMO = -9.26 eV
Largest force on an atom = 0.24 eV/Å
Electronic energy = -1377.0745 Ha

---

Number 5 is which compound? C20H26FN5O3

---

largest force on an atom of number 3 (C20H26CsO2)? 0.69 eV/Å

---

Which of these has the lowest electronic energy? C20H25NOPbS2Se2